1.
A 3-piece molecular cluster, C7H14S overall at a distorted geometry. Source: OMol25; level of theory: ωB97M-V/def2-TZVPD.

```
22
Properties=species:S:1:pos:R:3:forces:R:3
H -5.387 -1.130 -1.532 -0.2 -0.2 -0.6
H -0.317 0.387 0.584 0.3 0.7 3.1
H 5.744 0.064 0.705 -0.8 -0.8 0.4
H -4.270 0.725 2.456 0.3 -0.2 3.3
H 3.239 0.994 -1.567 0.0 0.2 0.4
H 5.157 -1.613 1.119 -0.2 1.1 0.0
C -1.513 -0.619 -0.767 2.9 1.2 -1.7
H 4.448 1.601 -0.197 -0.9 -0.8 -0.8
S -4.948 -0.559 0.681 1.1 2.6 -0.9
H 4.593 -0.199 1.940 -1.1 0.9 2.9
H 3.331 -1.287 -0.403 -0.6 -0.1 -0.2
C -4.996 -0.296 -1.002 -0.2 -1.4 3.2
C -4.348 0.857 1.463 -1.1 0.4 -4.9
H 0.247 0.437 -1.051 0.8 0.3 -1.0
H -4.896 0.692 -1.311 0.2 1.3 -0.9
C -0.477 0.095 -0.371 -1.2 -0.8 -1.3
H -2.251 -1.070 -0.267 -2.5 -1.2 2.5
C 3.798 0.800 -0.649 -0.1 -0.5 0.3
H -4.274 1.917 0.971 -0.1 -2.5 0.9
C 4.841 -0.534 1.016 2.5 -2.1 -2.1
C 3.804 -0.400 -0.034 1.0 2.1 -1.0
H -1.525 -0.861 -1.785 -0.2 -0.3 -1.6
```
Forces are in eV/Å.

The value obtained for the energy relative to the best compared isomer or geometry (same formula, charge and spin) is 133.73 kcal/mol. As for the HOMO-LUMO gap (alpha / beta): 7.90 / 7.94 eV. The total charge is 0. The total energy comes out at -18315.5298 eV. The largest force on an atom comes out at 5.05 eV/Å.



2.
C34H30N5OS4SeSiY as an isolated structure. Source: OMol25; level of theory: ωB97M-V/def2-TZVPD.

```
77
Properties=species:S:1:pos:R:3:forces:R:3
Si -1.999 -2.547 1.893 0.0 -0.2 0.1
C -4.232 -1.809 -2.140 0.0 0.0 0.0
H 2.383 0.557 4.800 0.0 0.0 0.0
H -4.406 -1.933 2.094 0.0 0.0 0.0
H -0.214 2.481 2.150 0.0 0.0 0.0
C 3.557 2.922 1.993 0.0 0.0 0.1
Y -0.073 -0.136 -0.168 -0.4 0.4 -0.1
H 4.419 1.938 5.124 0.0 0.0 0.0
C -4.355 1.025 2.455 0.0 0.0 0.0
H -4.005 -2.362 0.424 0.0 0.0 0.0
C 4.726 -1.617 -1.529 0.0 0.0 0.0
H -5.446 0.818 0.613 0.0 0.0 0.0
C 4.266 2.849 3.179 0.0 0.0 -0.1
H -2.341 -1.317 4.035 0.0 0.0 0.0
H -2.359 -3.058 4.322 0.0 0.0 0.0
H 2.402 2.829 -5.355 0.0 0.0 0.0
N 5.838 -0.436 -3.960 0.0 0.0 0.1
C 4.660 -0.103 -3.508 0.0 0.1 -0.1
C -2.878 -1.521 -2.046 0.0 -0.1 0.0
S 1.570 2.233 0.249 0.0 0.0 0.0
H 4.582 -2.848 0.227 0.0 0.0 0.0
H -1.723 -5.059 1.860 0.0 0.0 0.0
C 3.861 1.995 4.199 0.0 0.0 0.1
C 2.043 0.747 -2.713 -0.1 0.1 -0.1
S -0.193 -2.149 -2.042 0.1 -0.1 0.0
C -3.474 1.131 -1.202 0.1 0.0 0.0
C -2.359 -3.851 -2.114 0.0 0.0 0.0
H -1.624 -4.646 -2.113 0.0 0.0 0.0
C 4.059 -0.677 -2.314 -0.1 0.0 0.1
H -4.030 -5.181 -2.213 0.0 0.0 0.0
H -2.959 1.302 4.067 0.0 0.0 0.0
C -1.870 -2.263 3.753 0.0 0.0 -0.1
C 1.945 2.360 -4.494 0.0 0.0 0.0
H -0.775 2.364 -2.526 0.0 0.0 0.0
C 0.715 2.746 -4.021 0.0 0.0 0.0
C -1.905 -2.530 -2.052 -0.1 0.0 0.0
C -3.101 1.235 2.997 0.0 0.0 0.0
H -4.480 0.865 -1.516 0.0 0.0 0.0
H 0.153 3.542 -4.488 0.0 0.0 0.0
C 2.632 1.346 -3.828 -0.1 0.0 0.0
N 2.191 -0.755 -0.836 0.2 -0.2 0.1
H 2.298 -2.040 0.762 0.0 0.0 0.0
C -4.653 -3.128 -2.194 0.0 0.0 0.0
S -2.237 0.137 -2.066 -0.1 0.1 -0.1
C -1.179 -4.188 1.489 0.0 0.1 0.0
H -4.229 -3.627 1.629 0.0 0.0 0.0
C 3.951 0.905 -4.258 0.1 -0.1 0.0
H -3.288 2.149 -1.551 0.0 0.0 0.0
H -0.739 1.935 3.767 0.0 0.0 0.0
C 2.013 1.294 2.826 0.0 0.1 -0.1
H -5.221 0.908 3.094 0.0 0.0 0.0
Se 6.129 0.538 -5.420 0.1 0.0 -0.1
N 4.561 1.371 -5.314 -0.1 0.1 0.0
C -3.347 1.102 0.295 0.0 0.0 0.0
H 5.148 3.465 3.309 0.0 0.0 0.0
H -0.824 -2.218 4.064 0.0 0.0 0.0
C 4.104 -2.115 -0.408 0.1 0.0 0.0
C 2.830 -1.657 -0.104 0.0 0.0 0.0
N 0.814 1.095 -2.291 0.2 -0.1 -0.1
C -2.008 1.354 2.150 0.0 0.0 0.0
N -2.127 1.263 0.816 0.0 0.1 0.1
S 0.571 0.290 2.627 0.0 0.0 0.2
H 3.882 3.586 1.202 0.0 0.0 0.0
O -1.231 -1.366 1.099 0.0 0.0 -0.2
H -5.710 -3.354 -2.253 0.0 0.0 0.0
C -3.832 -2.621 1.469 0.1 0.0 0.0
H 5.718 -1.935 -1.820 0.0 0.0 0.0
C 2.415 2.137 1.774 0.0 0.0 0.1
H -4.967 -1.015 -2.177 0.0 0.0 0.0
C -0.656 1.661 2.717 0.1 0.0 0.0
C 2.727 1.224 4.018 0.0 0.0 0.0
H -1.069 -4.283 0.406 0.0 0.0 0.0
C 2.779 -0.264 -1.936 0.0 0.0 0.0
C -4.483 0.972 1.080 0.0 0.0 0.0
C 0.192 2.079 -2.919 0.0 0.0 0.0
C -3.711 -4.147 -2.174 0.0 0.0 0.0
H -0.175 -4.209 1.925 0.0 0.0 0.0
```
Forces are in eV/Å.

The value obtained for the energy relative to the best compared isomer or geometry (same formula, charge and spin) is 11.27 kcal/mol. As for the HOMO-LUMO gap: 6.23 eV. The total charge is 0. The total energy comes out at -162859.7382 eV. The largest force on an atom comes out at 0.55 eV/Å.



3.
An isolated ion of composition C5H12BrClP and charge +1. Source: OMol25; level of theory: ωB97M-V/def2-TZVPD.

```
20
Properties=species:S:1:pos:R:3:forces:R:3
H 2.911 1.826 0.165 0.2 0.1 0.0
H -0.267 -0.980 1.849 0.0 0.0 0.3
H -0.324 0.522 0.981 0.1 0.2 0.2
H -2.364 -1.266 0.990 -0.3 -0.2 0.1
H 1.579 -1.626 0.668 0.1 0.0 0.3
C 0.936 -1.004 0.061 -0.3 0.4 -0.5
C 1.753 0.130 -0.558 0.5 0.0 0.3
H -1.296 1.254 -1.004 -0.1 0.0 -0.1
H 2.726 -0.276 -0.814 0.2 -0.2 -0.1
P -2.327 0.372 -0.677 -0.4 -0.4 -0.3
H 1.906 1.062 1.406 0.3 -0.1 0.3
Cl -3.545 1.373 0.512 0.2 0.0 -0.2
H 1.331 0.453 -1.504 -0.2 0.1 -0.2
C -0.299 -0.556 0.855 -0.2 -0.5 -0.1
C -1.639 -1.025 0.224 0.3 0.7 0.1
Br -3.340 -0.174 -2.502 0.3 0.2 0.5
H 0.600 -1.642 -0.751 0.0 -0.3 -0.1
H -1.508 -1.855 -0.457 -0.1 -0.3 -0.1
C 1.970 1.333 0.360 -0.5 0.1 -0.3
H 1.194 2.079 0.196 -0.1 0.2 0.0
```
Forces are in eV/Å.

As for the HOMO-LUMO gap: 10.24 eV. The total charge is +1. The total energy comes out at -97227.1252 eV. The largest force on an atom comes out at 0.75 eV/Å.



4.
One molecule with the formula C3H5ClFN at a distorted geometry. Source: OMol25; level of theory: ωB97M-V/def2-TZVPD.

```
11
Properties=species:S:1:pos:R:3:forces:R:3
Cl 2.152 -0.679 -0.019 0.2 -0.2 -0.1
C -0.260 0.006 1.070 -0.2 0.4 -0.3
H 0.027 -0.624 -1.797 0.4 -0.5 -0.7
H -1.222 -1.484 -0.079 0.1 0.8 0.2
C -0.276 0.071 -1.056 -0.4 1.6 0.5
H -0.722 0.808 1.643 0.1 0.2 0.0
C 0.779 0.475 -0.001 -0.2 -1.8 0.3
H -0.728 0.959 -1.508 0.1 0.0 -0.2
N -1.178 -0.455 -0.016 0.3 -1.0 0.2
H 0.088 -0.774 1.739 0.1 0.0 0.1
F 1.340 1.697 0.024 -0.7 0.3 0.0
```
Forces are in eV/Å.

The value obtained for the energy relative to the best compared isomer or geometry (same formula, charge and spin) is 2.29 kcal/mol. As for the HOMO-LUMO gap: 10.56 eV. Its structure (SMILES) is FC1(Cl)CNC1. The total charge is 0. The total energy comes out at -19921.0300 eV. The largest force on an atom comes out at 1.81 eV/Å.